15
Properties=species:S:1:pos:R:3:forces:R:3 method="wB97M-V/def2-TZVPD" charge=0 de_lowest_kj_mol=247.2
O 0.023844 0.653707 2.581545 0.200 -0.687 -1.180
C -0.606902 0.633348 1.309053 -3.572 -0.945 2.291
C 0.515043 0.091055 -1.806221 1.890 -0.970 0.581
C 1.155241 -1.114537 -0.946770 2.589 2.896 -0.021
C -1.890454 0.049965 1.243290 5.939 4.025 -3.065
H 2.301254 -1.224342 -1.110910 -1.665 0.850 0.315
H 0.994872 -0.896802 0.116763 0.181 -0.168 -0.275
H 1.013224 0.217154 -2.768955 -0.461 -0.851 -0.435
H -2.255344 0.368271 0.273750 -0.939 -1.017 -0.016
H 0.057450 1.514972 3.008251 -0.122 0.169 -0.513
H -0.555147 -0.065454 -1.885519 -0.058 0.453 -0.137
H 0.832028 1.090881 -1.425010 -0.760 -0.790 0.599
H 0.907633 -2.113764 -1.089030 -1.551 -1.532 -0.836
H -0.108667 1.131498 0.455229 -0.336 -0.407 0.795
H -2.384079 -0.335953 2.044531 -1.336 -1.026 1.896

93
Properties=species:S:1:pos:R:3:forces:R:3 method="wB97M-V/def2-TZVPD" charge=-2
Sb 0.489902 -1.760440 -0.894067 -0.010 -0.122 0.151
Pd -0.380651 -0.178182 0.815115 0.053 -0.345 -0.508
S 0.387299 -1.836357 6.373722 -0.073 -0.024 -0.110
S -1.878699 -1.265325 -0.651918 -0.023 0.171 0.061
F 1.949000 1.142528 -0.049217 -0.003 0.255 -0.080
O 1.485076 -2.638986 6.863944 0.083 -0.023 0.119
O 0.619587 -0.378779 3.042259 0.151 0.443 -0.307
O -0.473774 -1.257330 7.379840 0.009 0.024 0.129
N 0.861893 -0.761183 5.290579 0.024 0.083 -0.315
N -0.531400 2.300674 0.003069 -0.178 0.049 0.003
C 1.069944 -6.143181 -1.296762 -0.014 0.047 0.016
C 2.984903 3.164664 -0.596784 0.027 -0.064 0.016
C -0.595601 -2.820904 5.276800 -0.143 -0.227 0.041
C -2.319504 1.172439 2.738215 -0.049 0.012 -0.076
C 0.536488 3.063428 -0.264794 0.027 -0.103 0.049
C -0.519113 -2.243735 4.028550 -0.040 0.003 0.064
C 0.376043 -1.023004 4.065128 -0.027 -0.134 0.302
C 0.557911 4.468290 -0.501504 -0.050 0.058 -0.041
C 3.593620 -2.239151 -1.075291 -0.002 0.005 0.006
C -0.945158 -5.597868 -2.481628 -0.005 -0.005 0.012
C -2.504044 3.117392 1.185159 -0.008 0.005 0.029
C 5.153195 -2.156388 0.755057 -0.013 0.000 -0.021
C -0.539686 2.971921 2.864309 0.105 -0.020 -0.006
C 1.228385 -4.802676 -0.955094 -0.057 0.002 -0.037
C 1.706461 -1.004945 -5.066106 -0.031 0.018 0.067
C 0.898687 -0.924152 -2.795098 0.023 0.025 -0.098
C -4.346650 4.128971 -0.033000 0.079 -0.007 -0.059
C 0.601770 0.425926 -2.953860 0.132 -0.017 0.004
C 0.300083 -3.850828 -1.368730 -0.020 -0.062 -0.023
C -1.966109 -3.932488 3.182006 0.041 0.031 0.053
C 4.894075 -2.340519 -0.598319 -0.028 0.015 0.035
C -3.763356 3.712428 1.151020 0.032 -0.045 0.014
C -1.999656 2.653340 2.542449 -0.071 0.040 0.079
C -3.642794 3.944977 -1.213912 -0.040 -0.031 0.078
C 1.831666 2.482839 -0.311910 0.226 -0.087 0.011
C 0.878696 1.064169 -4.155097 0.044 -0.035 0.021
C -1.703950 3.137372 -2.565306 0.055 -0.037 0.051
C -1.211718 -2.784503 2.958257 -0.027 -0.028 -0.022
C 2.535088 -1.961212 -0.211525 0.230 0.027 0.133
C -1.338705 -3.958388 5.520967 -0.017 0.010 -0.057
C -0.795284 -4.264738 -2.126340 0.056 -0.017 0.012
C 2.956006 4.539532 -0.852103 -0.117 -0.069 0.006
C -1.784832 2.925951 -0.016067 0.094 0.076 -0.006
C -2.371577 1.980970 -3.312730 -0.034 0.004 -0.041
C 1.430371 0.348919 -5.210121 0.002 0.014 -0.015
C -2.026932 -4.514935 4.447120 0.012 0.032 -0.016
C 1.445371 -1.640080 -3.856741 -0.082 0.041 -0.044
C -0.011864 -6.541033 -2.067407 -0.003 0.031 0.001
C 2.806082 -1.774402 1.140639 0.097 -0.059 0.022
C 4.109022 -1.872012 1.621981 -0.041 -0.002 -0.031
C -2.382969 3.358696 -1.225724 -0.040 0.017 -0.027
C 1.721014 5.170372 -0.790845 -0.016 -0.076 0.028
C -1.664231 4.394815 -3.434060 0.006 0.019 -0.025
H -5.329620 4.585678 -0.037340 0.000 0.008 -0.002
H -3.413562 2.229370 -3.539569 -0.001 -0.011 0.019
H -2.623320 -5.407156 4.598519 -0.002 -0.008 -0.011
H -4.292985 3.848553 2.089439 -0.007 -0.003 0.001
H 3.909372 2.599001 -0.610340 0.015 0.016 0.000
H -1.958003 0.794271 3.696197 0.009 0.026 -0.014
H 1.652414 6.239844 -0.964248 -0.006 0.004 -0.002
H -0.382237 5.004997 -0.451669 -0.001 -0.015 0.013
H 2.079962 -4.504955 -0.356018 0.017 0.021 0.002
H 0.149656 2.280371 2.381187 -0.071 0.022 0.059
H -2.358401 1.067846 -2.714584 0.004 -0.001 0.032
H -2.515586 -4.372427 2.359068 -0.007 0.002 -0.010
H 1.649254 -2.700914 -3.756264 0.008 -0.012 0.027
H 3.863382 5.082913 -1.079878 0.008 -0.003 0.003
H -1.179816 -2.311721 1.980236 -0.008 -0.058 0.049
H 1.642278 0.847124 -6.149216 0.004 -0.001 -0.002
H 0.664890 2.121489 -4.260283 -0.002 -0.005 -0.011
H 4.298065 -1.710858 2.676279 -0.002 -0.007 0.005
H -2.665497 4.717177 -3.732471 -0.009 -0.004 0.012
H -4.090350 4.254525 -2.152623 -0.006 0.002 -0.009
H 6.168266 -2.225617 1.128596 0.004 -0.002 0.001
H -3.392642 0.988418 2.647627 -0.006 0.015 0.072
H 0.158237 0.970543 -2.125598 -0.019 0.020 0.021
H -0.282480 3.981868 2.535779 0.014 0.010 0.027
H -0.670465 2.861529 -2.363235 -0.010 -0.019 0.014
H 3.415620 -2.372944 -2.135879 -0.028 0.004 -0.028
H -1.384742 -4.397158 6.509391 0.006 0.006 0.010
H -1.178109 5.220564 -2.911477 -0.006 -0.012 0.013
H -2.605493 3.195115 3.279625 0.004 0.050 -0.031
H 1.791333 -6.874966 -0.952750 0.012 0.002 -0.006
H -1.856762 1.778478 -4.256744 -0.030 0.003 0.008
H 2.123897 -1.566297 -5.893939 0.007 -0.007 -0.003
H -0.378871 2.899132 3.943048 -0.005 0.006 0.000
H -1.800220 -5.904696 -3.072818 0.003 0.001 -0.012
H -1.859601 0.581890 1.937527 -0.211 -0.017 0.162
H -0.133152 -7.583039 -2.339594 -0.005 -0.006 0.007
H 5.705902 -2.555467 -1.284009 0.004 0.004 -0.008
H -1.101560 4.196601 -4.351310 0.006 0.005 -0.001
H -1.538791 -3.532898 -2.420305 -0.005 0.015 0.008
H 2.010335 -1.529037 1.835563 -0.023 0.033 -0.064

13
Properties=species:S:1:pos:R:3:forces:R:3 method="wB97M-V/def2-TZVPD" charge=0 de_lowest_kj_mol=105.5
O 0.685941 0.292953 0.013773 -0.329 -2.355 -3.663
O -1.460039 1.134213 0.358431 -0.481 0.518 -0.485
O -0.880826 -0.780963 -1.443509 0.123 0.136 0.464
N 1.313722 -0.651251 -1.978931 0.306 0.029 0.268
N -0.550732 -0.304536 1.879239 -0.091 -1.088 0.205
C -0.305442 0.693258 0.908087 2.373 2.650 2.535
C 0.251522 -0.460247 -1.178670 0.615 1.305 1.522
H 0.257607 -0.464268 2.468228 -0.191 -0.004 -0.023
H 0.392835 1.589685 1.423556 -2.425 -1.404 -1.194
H 1.189331 -1.078066 -2.881903 -0.086 0.025 0.207
H -1.740287 0.482909 -0.316138 0.113 0.084 0.295
H -1.375184 -0.115359 2.432971 0.114 0.109 -0.091
H 2.221554 -0.338328 -1.685136 -0.039 -0.006 -0.040

7
Properties=species:S:1:pos:R:3:forces:R:3 method="wB97M-V/def2-TZVPD" charge=-1 de_lowest_kj_mol=29.8
Br -3.119012 -0.856802 0.473390 0.074 -0.022 0.020
Br -0.773494 1.922738 -0.109174 0.435 -1.118 0.632
O 1.647278 -1.228916 -0.265261 -0.446 0.743 -0.321
N 0.779807 -0.288756 -0.477224 1.130 -1.956 0.150
C 0.105319 0.272393 0.447835 0.801 2.269 0.066
H 0.706898 0.208856 1.364516 -1.458 -0.026 0.359
H 0.653202 -0.029515 -1.434085 -0.537 0.110 -0.905

81
Properties=species:S:1:pos:R:3:forces:R:3 method="wB97M-V/def2-TZVPD" charge=+2 de_lowest_kj_mol=39.5
Rh -0.127300 0.083374 -1.321273 -0.029 0.842 0.587
O -0.076486 -1.817738 -1.506957 -0.207 -0.390 -0.004
O 3.366238 -5.084899 -1.447145 -0.058 -0.018 -0.011
O 2.911564 -7.181521 -1.624606 -0.020 -0.002 0.011
O -2.081101 -2.345101 -0.596388 -0.032 0.061 -0.082
N -2.887379 0.541525 -0.306411 0.024 -0.102 0.086
N 1.952787 -0.052568 -1.471501 -0.028 -0.751 -0.086
N 2.589347 -6.027167 -1.490741 0.010 0.045 -0.011
N 2.485549 -0.545707 -0.321838 -0.179 0.108 0.152
N 0.299230 4.999654 -1.273370 -0.017 0.015 0.019
N -0.160983 0.186800 0.648661 0.147 0.437 -0.178
N 0.076863 2.486088 -1.257344 -0.010 -0.710 -0.259
N -2.141316 0.282942 -1.392279 -0.052 0.478 -0.030
C 1.477950 2.860546 -0.977810 -0.006 0.179 0.013
C 1.646678 4.396467 -1.005489 0.031 -0.063 0.016
C -0.312416 3.010793 -2.579365 0.060 0.100 0.007
C -4.668039 -1.619354 3.730804 0.038 -0.060 -0.081
C -1.108412 -6.438417 -1.152731 -0.034 0.020 0.005
C 2.092924 1.586965 3.238433 0.008 -0.047 -0.016
C 0.957836 1.224472 2.540875 0.018 0.264 -0.124
C 3.255382 -1.840202 -1.924740 0.090 0.048 0.017
C -1.512737 -5.113022 -1.080312 -0.019 -0.014 0.022
C 2.426956 -0.867743 -2.443838 0.135 0.292 -0.019
C -3.675478 -0.478170 1.722399 -0.068 -0.067 0.003
C -1.012560 -2.665096 -1.054886 0.150 -0.038 -0.055
C 3.444771 0.547067 1.594129 0.040 0.015 0.006
C -0.664795 4.596833 -0.193065 -0.026 -0.088 0.023
C 2.301628 0.181272 0.888313 0.081 -0.338 0.229
C -3.971784 1.410875 -2.018580 0.028 -0.020 -0.050
C -0.199701 4.552015 -2.614315 -0.007 -0.061 -0.044
C 4.610230 1.670740 3.525077 -0.046 0.005 -0.047
C -0.805628 3.056334 -0.228700 -0.014 0.159 0.036
C -3.495618 -1.115763 2.936396 -0.004 0.010 0.042
C -3.996819 1.221587 -0.652996 -0.075 -0.010 -0.064
C 1.021404 0.494155 1.341861 -0.140 0.095 -0.135
C 3.262554 -1.601473 -0.555715 0.118 -0.023 -0.124
C -2.789174 0.801722 -2.437094 -0.090 -0.189 -0.005
C 1.147674 -5.722135 -1.366789 0.066 -0.017 0.025
C -1.113719 -0.909281 2.596003 0.044 -0.255 -0.153
C 0.235038 -6.757424 -1.294238 -0.003 -0.027 0.013
C -2.181415 -1.338581 3.351578 -0.062 0.078 -0.013
C 0.770922 -4.398234 -1.314979 -0.032 0.022 -0.033
C -1.283437 -0.224922 1.383361 0.094 -0.500 -0.044
C 3.370371 1.249660 2.784367 0.015 0.044 0.005
C -2.597201 -0.054080 0.956188 0.018 0.305 0.168
C -0.572564 -4.090704 -1.166010 0.092 0.027 -0.042
H 1.513868 -3.624659 -1.387676 0.027 0.026 0.020
H 2.320153 4.729908 -1.792384 -0.030 0.020 -0.026
H 0.384646 6.015410 -1.277889 0.006 0.017 0.012
H 0.507856 4.901386 -3.363154 0.020 0.019 0.018
H -4.940897 -2.623589 3.399427 0.000 0.002 0.018
H -2.399924 0.668766 -3.435313 0.030 0.073 0.012
H -4.431362 -1.677462 4.791538 -0.013 0.033 0.002
H 1.750437 2.467788 -0.001633 -0.009 0.017 0.001
H 0.575725 -7.781711 -1.339568 -0.001 0.005 -0.012
H -1.158272 5.035069 -2.792013 -0.009 0.013 0.044
H -0.015519 1.506849 2.921729 0.005 -0.052 0.048
H 4.412072 0.264284 1.193515 -0.014 0.032 -0.025
H 4.415971 1.773259 4.591151 0.011 -0.026 0.003
H -4.712546 1.901326 -2.625781 -0.019 -0.052 0.011
H -4.680868 -0.351583 1.340207 0.019 -0.030 -0.029
H 2.002465 4.790326 -0.055731 -0.032 0.016 0.013
H -2.557167 -4.858707 -0.957392 0.011 -0.002 0.009
H 0.331786 2.563583 -3.335683 0.036 0.009 0.011
H 3.774379 -2.113358 0.243665 -0.007 0.029 0.000
H -1.830966 2.773454 -0.457133 0.002 0.025 -0.020
H -0.540337 2.623707 0.732857 0.001 -0.014 -0.020
H -0.261089 4.953155 0.752391 0.034 0.019 -0.012
H 3.766107 -2.631147 -2.446284 0.034 0.024 0.020
H 4.965961 2.636887 3.161281 0.002 0.001 0.014
H -4.727101 1.515476 0.081480 0.021 -0.061 0.014
H 1.986168 2.144765 4.161249 -0.006 -0.017 0.002
H -0.108016 -1.137143 2.921727 -0.013 0.026 0.045
H -1.607779 5.105597 -0.382046 0.011 0.021 -0.041
H -5.542412 -0.983600 3.599303 0.010 0.015 0.029
H -1.995670 -1.882486 4.269493 0.007 0.038 0.012
H 5.417487 0.953260 3.386437 -0.008 -0.010 0.025
H 2.176087 -0.676201 -3.475956 -0.168 -0.125 0.025
H 2.118112 2.386250 -1.716052 -0.006 0.022 -0.001
H -1.335974 2.709345 -2.781650 -0.001 0.028 0.009
H -1.841213 -7.230792 -1.091077 0.002 0.003 -0.005

So what do the calculations give for Kohn-Sham gap? Going down the list: 10.2, 5.8, 10.2, 6.7, 6.0 eV.